No. 1
Density functional theory data (ωB97M-V/def2-TZVPD) for C53H72BN2O5PSn as an isolated structure.

The value obtained for the calculated total energy is -3129.11467 Eh. As for the orbital gap (alpha / beta): 5.95 / 5.96 eV. The calculation puts the HOMO energy (alpha / beta) at -6.4329 / -6.1715 eV.

The geometry in XYZ format:
```
135
Properties=species:S:1:pos:R:3:forces:R:3:lowdin_charge:R:1
Sn -0.21145 -0.34571 0.04954 0.09 -0.18 -0.09 1.396
C -2.98992 -1.27986 1.54307 -0.08 -0.15 0.05 -0.155
C -1.57772 -1.51810 1.63711 -0.03 0.27 -0.23 -0.347
C -1.07889 -0.54027 2.59313 -0.01 -0.01 0.08 -0.253
C -2.13059 0.26360 2.97134 0.04 -0.01 0.04 -0.121
C -3.31619 -0.20893 2.34101 -0.01 0.00 -0.07 -0.127
H -3.67803 -1.88548 0.97058 0.01 0.03 -0.04 0.099
H -1.13058 -2.48428 1.44989 0.02 -0.01 0.06 0.052
H -0.05534 -0.45309 2.93212 0.02 -0.03 0.02 0.068
H -2.06818 1.11912 3.62898 0.00 0.02 -0.01 0.099
H -4.29769 0.22676 2.45264 -0.02 0.02 -0.01 0.095
C -5.40211 2.53438 -1.30581 0.01 0.01 -0.01 -0.054
C -4.56882 1.61818 -0.39574 0.01 0.01 -0.02 -0.333
C -4.17104 0.39369 -1.21507 0.01 -0.01 0.03 -0.065
C -3.51162 2.43199 0.36541 -0.02 -0.04 0.01 -0.131
C -4.05933 3.38972 1.21991 0.01 0.00 0.02 -0.051
C -3.28038 4.23983 1.97720 -0.02 -0.01 -0.01 -0.066
C -1.90268 4.13584 1.90865 0.00 -0.02 0.03 -0.040
C -1.30114 3.17592 1.10720 0.01 -0.01 0.03 -0.146
C 0.21579 3.11366 1.05147 -0.03 0.06 -0.02 -0.383
C 0.86389 3.31516 2.42049 0.02 0.01 -0.03 -0.052
C 0.75617 4.12251 0.03343 -0.02 -0.03 0.00 -0.039
C -2.11136 2.32753 0.33034 0.02 0.02 -0.05 -0.176
N -1.47183 1.36619 -0.51320 -0.05 0.09 -0.04 -0.027
C -1.50138 1.57304 -1.83005 0.06 -0.12 0.08 -0.206
C -1.10953 0.53042 -2.73393 0.01 0.04 -0.04 -0.192
N -0.63331 -0.59461 -2.22658 0.00 0.10 0.16 0.004
C -0.11440 -1.68381 -3.07209 0.01 0.06 0.13 -0.211
C 1.01149 -1.30502 -4.02635 0.00 0.02 -0.05 -0.115
C 1.11983 -1.97076 -5.21324 -0.01 -0.02 0.01 -0.067
C 0.15418 -2.87214 -5.68923 0.04 0.00 0.02 -0.057
C -1.03730 -3.04480 -4.96087 -0.04 -0.02 0.02 -0.054
C -1.25061 -2.44021 -3.75980 -0.04 -0.04 -0.04 -0.119
C -2.59154 -2.55695 -3.05963 0.00 -0.03 0.03 -0.353
C -3.04118 -4.00790 -2.87411 -0.01 0.00 0.00 -0.044
C -3.66784 -1.78762 -3.83473 0.00 -0.01 -0.01 -0.047
C 2.13863 -0.32604 -3.71187 -0.02 0.00 -0.01 -0.343
C 1.96772 1.00121 -4.46392 -0.01 0.03 0.01 -0.047
C 2.44904 -0.02953 -2.25010 0.01 -0.01 0.01 -0.090
C -1.38278 1.01519 -4.10865 0.01 -0.03 0.03 -0.095
C -1.30001 0.49108 -5.37099 0.00 0.00 0.01 0.006
C -1.67095 1.30201 -6.47462 -0.01 0.00 -0.02 -0.048
C -2.11048 2.59118 -6.32740 -0.01 0.02 0.00 -0.016
C -2.22394 3.15613 -5.03068 0.02 -0.02 0.02 -0.155
C -2.66599 4.46609 -4.70749 0.00 -0.02 0.00 -0.018
C -2.72208 4.86537 -3.39747 0.00 0.03 0.00 -0.060
C -2.36840 4.01010 -2.32260 0.06 -0.03 0.01 -0.003
C -1.94428 2.73630 -2.60708 -0.03 0.05 -0.06 -0.085
C -1.86454 2.34004 -3.96562 0.01 -0.01 0.04 -0.087
H -6.24221 1.97573 -1.72302 -0.01 -0.01 0.00 0.082
H -4.79407 2.89456 -2.13779 -0.02 -0.01 0.00 0.069
H -5.79993 3.40181 -0.78054 -0.01 0.00 0.00 0.070
H -5.23306 1.25509 0.39630 0.00 0.01 -0.01 0.127
H -3.73910 0.67526 -2.17528 -0.02 0.01 -0.01 0.068
H -5.07669 -0.17731 -1.43246 -0.01 0.00 0.01 0.088
H -3.47524 -0.25805 -0.69494 0.01 0.00 0.00 0.047
H -5.13824 3.45742 1.29426 0.00 0.00 0.00 0.113
H -3.74292 4.97450 2.62371 -0.01 0.00 0.00 0.103
H -1.29087 4.80682 2.49606 0.00 0.00 0.01 0.105
H 0.50620 2.12166 0.69962 0.01 -0.01 0.04 0.045
H 0.66023 4.30811 2.82265 0.00 0.01 0.00 0.072
H 1.94856 3.22837 2.34328 0.01 -0.06 -0.02 0.059
H 0.50873 2.57532 3.13925 -0.01 -0.01 0.00 0.088
H 0.48468 5.14007 0.32480 0.00 0.00 0.00 0.087
H 0.34869 3.93745 -0.96196 -0.01 0.00 -0.01 0.072
H 1.84559 4.06482 -0.02623 0.01 0.01 0.00 0.075
H 1.99059 -1.77233 -5.83029 0.00 0.00 0.00 0.122
H 0.29252 -3.37261 -6.63724 0.01 0.00 -0.01 0.097
H -1.83306 -3.63837 -5.39716 -0.01 -0.01 0.00 0.115
H -2.49304 -2.10881 -2.06862 -0.02 0.00 -0.02 0.120
H -3.12489 -4.52455 -3.83197 -0.01 0.00 -0.02 0.076
H -4.02606 -4.03393 -2.40314 0.00 0.00 0.02 0.084
H -2.34514 -4.55445 -2.24222 0.03 -0.02 0.00 0.059
H -3.82786 -2.24833 -4.81298 0.01 0.00 -0.01 0.085
H -3.39159 -0.74731 -3.99968 -0.01 -0.01 0.01 0.061
H -4.61480 -1.81001 -3.29262 0.00 -0.01 0.00 0.075
H 3.03008 -0.80802 -4.12643 0.00 0.01 0.00 0.136
H 1.13371 1.57740 -4.05860 0.04 0.00 -0.01 0.072
H 1.77950 0.84071 -5.52612 -0.01 0.00 0.00 0.080
H 2.87295 1.60379 -4.36032 0.01 0.00 0.00 0.082
H 1.73054 0.67303 -1.82531 -0.01 0.01 0.01 0.036
H 3.43286 0.44233 -2.18898 0.00 0.01 0.00 0.082
H 2.47582 -0.92481 -1.62928 -0.02 -0.03 0.02 0.055
H -0.96136 -0.51738 -5.55252 0.00 0.01 -0.01 0.093
H -1.59733 0.87773 -7.46811 0.00 0.00 0.00 0.105
H -2.37895 3.18072 -7.19565 0.00 0.00 -0.01 0.112
H -2.95577 5.14597 -5.49934 0.00 0.01 0.00 0.111
H -3.05825 5.86761 -3.16397 0.00 0.00 0.00 0.105
H -2.45209 4.37406 -1.30772 0.00 -0.01 0.02 0.113
C 7.24472 -2.04058 1.77704 0.00 -0.01 -0.01 -0.080
C 5.93466 -2.53943 2.34434 0.01 0.00 0.02 -0.325
O 5.05283 -1.43721 2.58585 0.03 0.13 -0.07 -0.319
P 3.68996 -1.38910 1.66675 -0.14 -0.19 -0.04 0.853
O 2.65102 -2.22005 2.57952 0.02 0.08 0.01 -0.343
C 2.51627 -2.03238 4.00117 0.00 -0.06 -0.01 -0.275
C 2.46750 -3.39652 4.65001 -0.03 0.01 0.05 -0.068
O 3.22050 0.12232 2.02686 0.08 0.02 0.03 -0.317
C 3.70057 1.15480 1.15207 -0.04 -0.01 0.03 -0.318
C 4.67726 2.05111 1.87849 0.00 0.00 0.00 -0.070
H 7.92498 -2.87435 1.59755 0.01 0.00 0.01 0.076
H 7.72084 -1.34607 2.46894 -0.01 0.01 0.00 0.077
H 7.07480 -1.52409 0.83152 0.00 0.00 -0.01 0.076
H 6.08437 -3.04724 3.29880 0.01 -0.02 -0.01 0.115
H 5.46742 -3.25766 1.66004 0.01 0.01 0.00 0.093
H 1.59256 -1.48205 4.17754 -0.02 0.04 0.00 0.104
H 3.35236 -1.44243 4.37932 -0.02 0.00 -0.02 0.110
H 1.63190 -3.97696 4.25692 0.01 0.01 0.00 0.075
H 2.33959 -3.29662 5.72904 0.00 -0.01 0.00 0.079
H 3.39074 -3.94506 4.45960 0.00 0.00 0.00 0.074
H 2.82393 1.70864 0.81269 -0.01 0.04 -0.01 0.087
H 4.16334 0.70466 0.26685 0.01 0.01 0.00 0.089
H 4.20037 2.50819 2.74599 0.02 -0.01 0.01 0.072
H 5.02262 2.84549 1.21427 0.00 0.01 0.00 0.080
H 5.53979 1.47953 2.22121 0.00 -0.01 0.00 0.073
C 1.75964 -5.70211 -2.67809 -0.01 0.01 -0.01 -0.002
C 1.80204 -4.63234 -1.59411 0.00 -0.05 0.00 -0.433
C 3.12677 -4.68166 -0.85440 -0.02 -0.03 0.03 -0.003
O 1.72403 -3.36778 -2.28901 0.02 0.06 -0.03 0.159
B 0.46649 -2.86832 -2.13772 0.03 -0.01 -0.03 -0.657
O -0.28585 -3.55336 -1.21928 0.00 0.03 -0.05 0.126
C 0.53303 -4.62083 -0.66173 0.02 -0.02 0.01 -0.424
C 0.82648 -4.25015 0.77915 0.05 -0.06 0.01 -0.018
C -0.27284 -5.90871 -0.69674 -0.04 0.03 0.01 -0.008
H 2.60476 -5.54730 -3.34860 0.00 0.00 0.00 0.097
H 0.84578 -5.62536 -3.26904 0.00 0.00 0.00 0.095
H 1.82706 -6.70607 -2.25867 0.00 0.00 0.01 0.093
H 3.94167 -4.67212 -1.57856 0.00 0.01 -0.01 0.095
H 3.20460 -5.59613 -0.26351 0.01 -0.02 -0.01 0.098
H 3.24475 -3.82485 -0.19193 -0.01 0.00 -0.02 0.055
H 1.32469 -3.28751 0.86456 0.00 0.06 -0.01 0.060
H 1.45534 -5.00075 1.25903 0.02 0.00 0.00 0.099
H -0.11490 -4.20605 1.32576 0.02 -0.01 0.03 0.084
H -0.61500 -6.15138 -1.70036 0.00 0.00 -0.01 0.082
H -1.14553 -5.80452 -0.05110 0.00 0.01 -0.01 0.097
H 0.32715 -6.73976 -0.32218 0.01 0.00 0.01 0.098
```
Positions in Å, forces in eV/Å.



No. 2
Density functional theory data (ωB97M-V/def2-TZVPD) for C53H73HfN8O11 as an isolated structure at a distorted geometry.

The value obtained for the calculated total energy is -3376.38340 Eh. The spin multiplicity is 2. As for the orbital gap (alpha / beta): 5.51 / 5.56 eV. The calculation puts the HOMO energy (alpha / beta) at -6.9849 / -7.0229 eV.

The geometry in XYZ format:
```
146
Properties=species:S:1:pos:R:3:forces:R:3:lowdin_charge:R:1
Hf 4.07217 -0.43971 -6.03952 4.68 3.99 4.33 1.785
C 4.32202 -2.32578 -2.56263 0.22 -0.18 -0.98 -0.083
C 3.63059 -1.12179 -1.92759 0.61 -0.28 0.98 -0.467
C 4.47772 -0.96294 -0.62559 -0.77 -0.13 -0.28 -0.170
C 4.05425 0.27586 0.08670 0.12 1.07 -0.68 -0.179
C 4.44428 1.46448 -0.83916 0.40 -0.73 0.94 -0.142
C 3.71413 1.49435 -2.18662 -2.10 0.38 1.53 -0.449
N 3.85230 0.11298 -2.79661 -0.17 -0.09 0.31 -0.096
O 3.02905 -0.01499 -3.95357 1.31 -0.52 -2.94 -0.383
C 4.33505 2.61997 -3.02388 0.22 -1.07 -1.30 -0.038
C 2.23170 2.01763 -1.84891 -0.14 -0.45 -0.65 -0.029
C 2.16649 -1.50406 -1.53613 0.40 0.56 -0.96 -0.020
H 3.86977 -2.85926 -3.39868 -0.65 0.47 -0.34 0.069
H 4.44785 -3.14487 -1.85457 0.16 0.25 0.39 0.085
H 5.28877 -1.99138 -2.93902 0.21 -0.13 0.15 0.056
H 5.54452 -0.92698 -0.84638 0.07 0.12 -0.25 0.117
H 4.34125 -1.85590 -0.01558 -0.20 -0.11 -0.03 0.116
H 4.49564 0.33438 1.08161 0.13 0.31 -0.03 0.112
H 2.97157 0.33343 0.19894 -0.04 -0.28 0.27 0.089
H 5.50786 1.38299 -1.06334 0.25 0.12 0.16 0.108
H 4.27523 2.36339 -0.24629 -0.01 0.40 -0.49 0.119
H 5.34727 2.32502 -3.30051 0.28 0.31 0.31 0.059
H 4.28331 3.62201 -2.59806 0.15 -0.31 0.51 0.088
H 3.85202 2.71815 -3.99607 -0.37 -0.15 -0.14 0.059
H 1.72111 1.64195 -0.96220 0.48 -0.46 0.19 0.061
H 1.51193 1.83499 -2.64683 0.23 -0.21 -0.35 0.054
H 2.20962 3.09808 -1.70662 0.46 0.14 -0.05 0.069
H 1.62125 -0.69003 -1.05846 -0.01 -0.01 -0.15 0.061
H 2.11191 -2.37379 -0.88140 0.39 0.01 0.06 0.084
H 1.67403 -1.78671 -2.46656 -0.31 0.17 0.05 0.073
C 7.52686 0.64670 -3.85008 0.50 -0.42 -0.77 -0.033
C 8.30590 -0.55527 -4.56289 -1.22 1.60 -0.54 -0.415
C 9.49565 -0.82652 -3.61853 -0.35 0.71 -0.63 -0.170
C 10.18481 -2.12222 -3.90256 0.34 0.32 0.15 -0.193
C 9.12724 -3.20543 -3.79259 0.83 -0.05 1.21 -0.155
C 7.87501 -3.10932 -4.66791 1.01 -0.75 -0.20 -0.499
N 7.34473 -1.71128 -4.58156 -0.08 -0.61 0.68 -0.117
O 6.19093 -1.54155 -5.39188 -2.28 1.17 -1.17 -0.396
C 6.90070 -4.16710 -4.08053 -0.07 0.82 -0.21 -0.039
C 8.28095 -3.56972 -6.07438 -1.62 0.55 -0.84 -0.043
C 8.74895 -0.10190 -6.02353 -0.52 -0.18 0.91 -0.007
H 8.17785 1.51475 -3.74621 0.38 -0.01 0.02 0.070
H 7.21208 0.34936 -2.84977 -0.05 -0.19 -0.05 0.068
H 6.66155 1.04670 -4.37858 -0.07 -0.50 -0.31 0.036
H 9.13026 -0.75104 -2.59438 -0.25 -0.74 0.17 0.116
H 10.20643 -0.00045 -3.59587 -0.03 0.33 -0.74 0.114
H 11.02348 -2.14663 -3.20677 -0.27 -0.87 0.73 0.110
H 10.78860 -2.15843 -4.80932 -0.66 0.26 -0.74 0.111
H 8.76334 -3.16368 -2.76597 0.09 -0.07 0.31 0.116
H 9.64240 -4.15990 -3.90069 -0.48 -0.33 -0.25 0.122
H 5.98955 -4.23810 -4.67456 -0.09 0.14 0.06 0.075
H 6.66255 -3.89577 -3.05206 -0.18 -0.01 -0.05 0.069
H 7.35146 -5.15946 -4.06904 0.25 0.09 -0.09 0.083
H 8.44263 -4.62980 -6.26979 0.82 -0.10 0.87 0.082
H 9.04144 -2.92003 -6.50759 0.00 -0.34 -0.10 0.065
H 7.35241 -3.49460 -6.64031 -0.03 0.73 -0.55 0.068
H 7.86777 0.25023 -6.55982 -0.13 -0.08 0.03 0.052
H 9.19894 -0.89093 -6.62606 0.03 -0.09 0.24 0.058
H 9.45011 0.73210 -5.99320 0.11 0.05 0.24 0.066
C 6.69538 3.42778 -6.54022 0.53 -0.26 -0.69 -0.048
C 5.85170 2.55784 -7.48857 -0.86 0.76 -0.24 -0.568
C 6.55789 2.24173 -8.82185 -0.26 0.59 0.35 -0.043
O 5.25655 1.48869 -6.85383 -1.66 -4.14 1.50 -0.398
H 6.26893 3.63500 -5.55874 -0.11 -0.78 0.09 0.065
H 6.82522 4.43159 -6.94471 0.06 0.09 -0.54 0.058
H 7.69571 2.99607 -6.50759 -0.11 -0.02 0.67 0.050
H 5.03874 3.21918 -7.78828 -0.43 0.33 -0.27 0.092
H 5.92484 1.65913 -9.49112 0.01 -0.35 0.33 0.060
H 7.55541 1.81163 -8.73202 -0.03 -0.18 0.08 0.080
H 6.63050 3.20154 -9.33329 0.33 0.11 -0.11 0.048
N 8.75314 5.44564 -10.95036 0.42 -0.01 -0.69 0.015
C 9.90493 5.79540 -11.63626 -0.48 0.63 0.11 -0.141
C 10.98081 5.60290 -10.79519 -0.58 -0.87 -0.40 -0.109
C 10.49019 4.92389 -9.64762 -1.42 0.52 0.23 -0.094
C 9.07952 4.91053 -9.76254 1.76 -0.47 0.87 -0.140
H 7.79511 5.40010 -11.26695 0.34 0.33 -0.46 0.113
H 9.85883 6.17236 -12.64729 -0.07 0.16 0.18 0.103
H 12.00967 5.85103 -11.01032 -0.09 -0.14 -0.08 0.091
H 11.09749 4.53484 -8.84375 -0.24 0.16 0.11 0.079
H 8.27234 4.57411 -9.12876 0.33 -0.14 0.19 0.079
N 10.29114 6.12348 -4.79872 -1.20 0.41 -1.30 -0.004
C 9.84642 5.68950 -6.05136 0.35 -0.15 0.48 -0.129
C 9.89106 4.30496 -6.05981 0.44 0.78 0.54 -0.132
C 10.37473 3.88920 -4.78237 -0.80 1.55 0.54 -0.079
C 10.49605 5.06745 -3.99982 0.68 -2.57 -0.26 -0.147
H 10.34791 7.09391 -4.52460 -0.07 -0.31 -0.04 0.145
H 9.51566 6.40769 -6.78703 0.21 -0.13 -0.05 0.102
H 9.58182 3.64310 -6.85526 0.23 0.24 -0.05 0.078
H 10.47696 2.85483 -4.48910 0.06 0.19 0.29 0.076
H 10.69430 5.16203 -2.94240 0.27 0.09 -0.17 0.104
C 5.12093 10.67920 -7.71003 -0.35 -1.22 -0.85 -0.057
C 5.73544 9.57008 -7.08310 0.01 0.97 -1.01 -0.052
C 5.89628 8.37797 -7.78867 -0.76 -0.98 -0.32 -0.017
C 5.36345 8.18917 -9.07314 -0.31 2.65 -1.28 -0.098
C 4.76118 9.31723 -9.74134 0.25 -0.47 1.81 0.024
C 4.59437 10.52713 -9.00177 0.68 -1.48 -0.25 -0.066
N 5.47604 6.87714 -9.82172 -0.97 0.87 0.20 -0.351
O 5.67177 5.90581 -9.14898 0.75 -1.11 1.37 0.058
O 5.24072 6.79610 -11.00830 0.18 1.06 -0.22 0.078
H 4.96770 11.66553 -7.29763 0.26 -0.18 0.65 0.105
H 6.16432 9.67685 -6.09768 -0.04 -0.14 0.10 0.103
H 6.32372 7.50549 -7.31700 0.26 0.07 0.14 0.097
H 4.37617 9.23800 -10.74727 0.04 -0.15 -0.02 0.108
H 4.05461 11.36035 -9.42698 0.09 -0.03 -0.28 0.101
C 1.42450 6.46606 -6.78569 1.22 -1.36 0.69 -0.038
C 2.19655 5.55976 -7.55072 -0.66 2.25 -0.29 -0.071
C 2.35229 4.27090 -7.17850 -0.91 -1.79 1.42 0.003
C 1.69119 3.83751 -6.00043 0.83 1.44 -0.33 -0.126
C 1.07207 4.73167 -5.10037 -0.04 -1.36 -1.57 0.018
C 0.97572 6.02833 -5.52695 -0.70 1.50 -0.87 -0.080
N 1.60805 2.42632 -5.76324 -0.55 -1.20 0.79 -0.310
O 0.66147 2.05400 -5.10342 0.56 -0.26 -0.26 0.121
O 2.46099 1.67725 -6.25826 -0.10 0.04 -0.22 -0.091
H 1.30246 7.48522 -7.12157 -0.18 0.02 0.06 0.112
H 2.61910 5.89835 -8.48517 0.07 0.00 -0.12 0.107
H 2.83219 3.54181 -7.81452 0.15 0.00 0.11 0.117
H 0.46820 4.40995 -4.26476 0.46 -0.25 0.20 0.126
H 0.37481 6.70136 -4.93337 0.16 0.21 0.16 0.114
C 6.54515 6.34572 -4.47902 -0.61 -0.37 0.06 -0.031
C 5.27740 6.30135 -5.05446 0.48 0.37 -0.13 -0.090
C 4.30871 7.16066 -4.63918 -0.45 1.50 0.38 -0.003
C 4.64117 8.09513 -3.66239 1.80 0.66 0.04 -0.151
C 5.94802 8.25667 -3.15599 -1.09 -0.55 0.24 -0.007
C 6.86446 7.30721 -3.48422 0.68 -1.64 -1.57 -0.051
N 3.70906 9.09125 -3.22327 -0.26 1.08 1.33 -0.331
O 4.11952 10.01673 -2.47099 -1.33 -1.74 -1.79 0.045
O 2.56105 8.89119 -3.57728 -0.06 0.95 0.39 0.075
H 7.15454 5.55175 -4.88480 1.04 0.27 0.51 0.081
H 4.99679 5.73921 -5.93290 0.53 -0.67 0.07 0.100
H 3.40297 7.21526 -5.22489 -0.31 0.03 0.58 0.096
H 6.22508 9.02896 -2.45369 -0.42 0.06 -0.03 0.121
H 7.84468 7.30834 -3.03080 0.10 0.01 -0.07 0.101
C 7.56346 1.16605 -12.32094 -1.23 -0.23 0.28 -0.076
C 6.19467 1.47998 -12.25737 1.16 1.13 -0.31 -0.078
C 5.78183 2.75259 -12.65932 -0.41 -0.46 -0.45 -0.010
C 6.67835 3.67312 -13.22559 -0.41 -1.04 1.08 -0.141
C 8.04726 3.34979 -13.25362 -0.46 -0.30 0.35 -0.004
C 8.49076 2.09277 -12.74730 -0.56 1.35 -1.03 -0.045
N 6.12785 4.99721 -13.65946 0.02 1.09 -2.14 -0.293
O 6.99760 5.88926 -13.75929 -1.83 -1.26 0.47 0.039
O 4.93473 5.12460 -14.06277 3.23 -0.68 1.67 0.054
H 7.75665 0.14965 -12.01106 0.82 0.05 0.04 0.108
H 5.53314 0.73475 -11.84094 -0.30 0.20 -0.14 0.105
H 4.72730 2.98183 -12.61671 -0.04 0.29 0.01 0.114
H 8.76514 4.05367 -13.64807 -0.02 0.02 0.03 0.103
H 9.55301 1.90426 -12.79709 -0.01 -0.20 0.11 0.109
```
Positions in Å, forces in eV/Å.